[1]
Molecular formula: C57H60FN2P2S2
Method: DFT, wB97M-V/def2-TZVPD

## Properties
Kohn-Sham gap (eV): 4.92
LUMO (eV): -5.192
Total charge: +1

The geometry in XYZ format:
```
124
C57H60FN2P2S2, DFT wB97M-V/def2-TZVPD
H 3.14 -10.53 -4.14
C 1.27 -1.10 5.53
H -6.52 11.56 -0.35
C 2.74 -7.58 -1.68
C -1.39 -1.53 6.25
H -0.59 1.53 1.74
C 6.19 3.57 2.80
H 5.01 -8.94 -3.80
H 2.63 -6.75 -0.98
H 10.38 -10.96 -2.31
H 7.25 -13.86 -2.68
H -1.87 -0.09 4.73
C 6.61 -2.10 -5.14
C -7.55 11.58 -0.68
H 5.19 2.09 1.61
H 0.83 3.21 1.03
C 7.40 0.53 -5.62
H 6.32 4.26 1.97
H 1.01 -10.22 -2.92
H -11.23 11.63 -1.89
C 8.11 -0.53 -6.19
N 2.67 1.06 -0.17
H 0.49 0.28 4.08
H 7.16 4.85 4.23
C 7.02 -10.51 -2.18
C -1.41 -1.03 0.84
C -8.27 10.39 -0.78
C -10.94 7.22 1.58
S -1.10 2.65 -0.84
N 3.51 0.18 -0.68
H 5.73 1.10 -4.39
C 6.61 -11.83 -2.37
H 8.69 -9.17 -2.01
H -0.68 -0.64 1.66
H -11.98 7.23 1.24
H -3.49 -0.75 1.65
C -9.02 5.99 2.35
C 1.68 -8.46 -1.88
H 1.75 -2.54 7.06
C 5.55 2.35 2.60
C -8.91 8.39 2.11
C 1.50 -3.18 -1.81
C 1.86 -1.74 -1.23
C -6.33 0.59 0.27
F -3.46 0.08 -0.27
H -10.71 9.35 1.43
C -6.89 2.91 0.61
C 0.82 -0.69 -0.68
C 5.83 1.81 4.93
C 8.92 -12.52 -2.51
C 3.03 -9.70 -3.45
H -8.35 9.31 2.19
H -0.88 -2.14 -1.04
C 5.37 1.47 3.66
C 3.93 -7.75 -2.37
H 1.05 -5.18 -3.21
C -0.37 -2.22 6.90
H -2.61 0.86 1.53
H -8.00 -0.77 0.09
C -10.23 8.41 1.69
H 4.87 0.52 3.50
H -5.59 -0.19 0.16
C 0.96 -2.01 6.55
H -2.42 -1.69 6.54
H -1.27 -0.37 -1.41
C -9.59 10.41 -1.21
C -1.08 -0.63 5.24
C -8.30 7.18 2.44
C -9.49 12.81 -1.44
P 5.24 0.77 -0.73
C 9.33 -11.20 -2.32
P 0.07 2.05 0.58
C -10.34 6.01 1.91
H -9.96 13.75 -1.70
H 6.85 3.28 6.12
H 9.66 -13.30 -2.63
H 4.26 -1.80 -1.58
H 8.26 -2.67 -6.39
H -10.90 5.08 1.83
C 3.36 -1.16 -1.20
C 1.28 0.72 -0.12
C -8.16 12.79 -1.01
H -4.88 2.16 0.48
C 4.08 -8.81 -3.26
C -10.20 11.62 -1.55
H 5.84 0.24 -1.92
C -2.76 -0.15 0.97
H 5.03 -1.24 -3.95
C 6.48 3.02 5.13
S 5.14 2.73 -0.87
H -7.60 13.71 -0.93
H 5.89 0.38 0.49
C -8.25 2.59 0.57
C 7.71 -1.84 -5.95
H 8.97 -0.33 -6.81
H 6.28 -9.73 -2.05
H -9.70 1.02 0.35
H 5.69 1.12 5.76
C -8.64 1.27 0.38
C 1.24 -4.20 -2.62
H 7.71 1.55 -5.80
H -7.26 7.16 2.78
H 0.75 -8.33 -1.35
H 5.55 -12.07 -2.40
C 1.83 -9.53 -2.77
C 0.25 -0.42 4.87
H -8.54 5.05 2.61
H -1.66 -2.12 1.16
C 6.29 0.27 -4.82
C 8.37 -10.20 -2.16
C 6.66 3.91 4.07
H -7.80 9.45 -0.52
H 4.75 -7.06 -2.22
H -8.99 3.37 0.69
H -10.15 9.48 -1.29
C -0.76 -1.06 -0.64
H -0.61 -2.93 7.69
H 6.30 -3.12 -4.95
H -6.58 3.94 0.75
C -5.94 1.91 0.45
C -7.69 0.27 0.24
C 7.56 -12.83 -2.53
C 5.89 -1.04 -4.58
H 2.30 -0.93 5.25
```

Atomic partial charges in e from the Mulliken method, atoms 1 to 99: H 0.40; C -0.48; H 0.36; C -0.49; C -0.48; H 0.02; C -0.57; H 0.62; H 0.53; H 0.36; H 0.36; H 0.41; C -0.55; C -0.45; H -0.28; H 0.17; C -0.40; H 0.35; H 0.39; H 0.36; C -0.43; N -0.48; H 0.38; H 0.37; C -0.14; C -0.23; C -0.32; C -0.47; S -0.29; N 0.52; H 0.44; C -0.50; H 0.34; H -0.08; H 0.38; H 0.36; C -0.38; C -0.50; H 0.37; C 0.50; C -0.46; C -0.84; C 0.20; C -0.17; F -0.33; H 0.48; C -0.61; C 0.56; C -0.39; C -0.43; C -0.47; H 0.46; H 0.36; C -0.36; C -0.29; H 0.42; C -0.38; H 0.20; H 0.36; C -0.38; H 0.35; H 0.30; C -0.43; H 0.37; H 0.39; C -0.41; C -0.34; C -0.47; C -0.38; P 0.29; C -0.33; P 0.28; C -0.42; H 0.36; H 0.36; H 0.36; H 0.55; H 0.37; H 0.39; C -0.01; C -0.15; C -0.36; H 0.29; C -0.52; C -0.41; H 0.00; C -0.25; H 0.57; C -0.47; S -0.25; H 0.36; H 0.16; C -0.20; C -0.36; H 0.37; H 0.50; H 0.37; H 0.37; C -0.44



[2]
Molecular formula: C57H61GeNOP2ReS
Method: DFT, wB97M-V/def2-TZVPD

## Properties
ΔE to the lowest compared entry with this formula, charge and spin (kJ/mol): 0.0
Kohn-Sham gap (spin up / spin down) (eV): 5.72 / 5.53
LUMO (spin up / spin down) (eV): -8.435 / -8.632
Total charge: +3
Spin multiplicity: 3

The geometry in XYZ format:
```
125
C57H61GeNOP2ReS, DFT wB97M-V/def2-TZVPD
C 3.68 4.26 -1.45
H 3.58 1.68 -0.76
C -3.96 4.37 0.60
H -0.42 1.05 2.78
C -3.14 0.55 2.54
C -0.83 -3.25 -2.02
H -5.63 -1.84 -0.42
H -4.56 -1.33 0.90
C 2.74 0.34 2.02
C -1.79 3.59 2.16
C -1.96 -0.80 4.30
C -3.89 4.73 1.94
C -0.09 4.13 -2.01
H -0.89 0.85 -2.42
H -5.38 2.05 -1.47
C -0.63 0.06 2.37
H 2.15 -4.76 3.82
H -0.27 3.88 -5.38
C -5.60 0.34 -0.12
H -0.85 1.55 -4.80
H 0.12 -7.74 -1.38
C -0.84 -2.19 -2.89
C 4.49 5.36 -1.69
H 1.34 -1.48 -1.86
H -6.68 0.26 -0.03
C -2.94 3.61 0.03
C -3.72 0.68 -1.65
C 3.24 -0.80 4.09
H 2.93 -4.36 1.51
C -0.34 -5.68 -1.59
C -0.67 1.88 -2.68
C 5.04 -2.10 -0.98
C -2.02 -0.45 2.81
H 0.83 -6.06 -5.26
C 3.96 1.48 3.75
C 0.16 -4.01 3.46
C 0.53 -7.03 -3.38
H 3.99 7.05 1.19
C 2.96 -0.99 -0.53
C 0.10 -6.88 -2.04
H 2.21 -1.71 2.45
P -0.48 2.32 0.05
H -3.09 1.22 -0.93
C 2.38 -1.66 -1.60
C 1.92 -4.11 1.79
H 1.12 2.61 1.80
C -4.96 -1.05 -0.07
C 2.67 -0.80 2.83
P 2.00 0.25 0.38
H 0.41 -3.69 -5.66
C 3.87 0.35 4.56
H -3.13 0.92 1.51
H -3.36 0.85 -2.66
C 4.45 -2.78 -2.04
C 3.12 -2.57 -2.35
C -0.37 -4.54 -2.43
H -5.25 0.95 0.71
H 4.32 0.36 5.55
C 3.09 5.17 0.69
C -0.41 2.81 -1.68
H 1.39 -3.45 -0.17
H 4.77 -0.68 0.60
S -3.54 -1.06 -1.23
H -3.89 -3.91 -0.69
H -1.74 -3.30 2.80
H -3.04 1.42 3.19
H 6.09 -2.26 -0.75
H -2.98 3.37 -1.02
C -0.03 4.50 -3.34
H 2.00 1.58 -1.55
H 0.23 5.52 -3.60
Re -0.40 -0.05 0.29
C 3.90 6.28 0.44
C 2.51 1.74 -0.58
C -5.21 0.98 -1.46
H -4.80 4.69 -0.01
C -0.37 -2.35 -4.22
C 3.39 1.48 2.49
H -4.68 5.34 2.37
C -0.64 2.26 -4.02
C 0.06 -3.57 -4.64
H 4.48 2.36 4.11
N 2.17 3.01 0.01
H -1.74 0.10 4.89
C -2.81 4.34 2.71
H -2.24 -1.37 2.27
H 3.57 3.50 -2.21
C -0.72 -3.50 2.52
C -0.31 3.58 -4.34
H -5.79 0.55 -2.28
H -2.97 -5.04 0.31
H -2.76 4.63 3.76
H -3.66 -3.60 1.06
H 5.03 5.43 -2.62
H -0.18 -4.19 4.47
C -1.85 3.22 0.81
H -0.95 3.29 2.78
H -2.91 -1.20 4.64
H 0.15 -0.62 2.74
H 2.66 -3.09 -3.19
H -4.12 0.10 2.75
H 3.49 2.36 1.85
H -1.18 -1.21 -2.58
H 0.86 -8.00 -3.74
C 4.60 6.38 -0.75
C 1.47 -4.32 3.09
H -1.17 -1.53 4.52
H 0.12 4.86 -1.23
H 0.77 4.15 1.01
C 0.51 -5.96 -4.23
H 5.04 -3.48 -2.62
H 2.58 5.10 1.65
C 2.98 4.16 -0.25
C -3.20 -3.98 0.15
C 4.30 -1.20 -0.22
O -2.24 -1.12 -0.29
Ge -1.51 -3.14 -0.22
C -0.27 -3.29 1.21
C 0.07 -4.69 -3.78
C 1.05 -3.58 0.84
H -0.67 -5.60 -0.55
H 3.18 -1.68 4.71
H -0.38 -1.50 -4.89
H 5.24 7.23 -0.94
C 1.01 3.11 0.83
```

Atomic partial charges in e from the Mulliken method, atoms 1 to 99: C -0.31; H 1.39; C -1.02; H 0.74; C -0.62; C 1.32; H 0.67; H -0.12; C 0.41; C -0.60; C -1.79; C -0.82; C -0.78; H -0.26; H 0.42; C -0.96; H 0.52; H 0.46; C -0.68; H 0.53; H 0.50; C 0.53; C -0.95; H 0.08; H 0.50; C -0.55; C 0.69; C -0.78; H 0.51; C -0.55; C 0.90; C -0.98; C 1.92; H 0.48; C -0.75; C -0.86; C -0.83; H 0.43; C 1.06; C -1.16; H 0.12; P 0.35; H -1.34; C 0.12; C -1.10; H 0.31; C -0.25; C -0.13; P 1.62; H 0.45; C -0.98; H -0.80; H 0.71; C -0.80; C -0.23; C 0.68; H 0.13; H 0.43; C -0.27; C 0.47; H 0.48; H 0.56; S 0.40; H 0.51; H 0.58; H 0.50; H 0.47; H 0.65; C -0.99; H 0.33; H 0.52; Re 1.13; C -1.01; C -2.17; C -0.89; H 0.51; C -1.15; C -0.90; H 0.46; C -0.94; C -1.15; H 0.52; N 1.38; H 0.46; C -0.55; H -1.28; H 0.45; C -0.63; C -0.81; H 0.40; H 0.51; H 0.52; H 0.39; H 0.43; H 0.52; C 1.26; H 0.17; H 0.42; H 0.62



[3]
Molecular formula: C57H65BrF3N5O9PPtS3Sb
Method: DFT, wB97M-V/def2-TZVPD

## Properties
ΔE to the lowest compared entry with this formula, charge and spin (kJ/mol): 186.2
Kohn-Sham gap (spin up / spin down) (eV): 7.02 / 7.04
LUMO (spin up / spin down) (eV): -1.197 / -1.171

The geometry in XYZ format:
```
146
C57H65BrF3N5O9PPtS3Sb, DFT wB97M-V/def2-TZVPD
H -8.05 -1.46 -0.87
H -2.95 -5.36 -0.18
C 0.29 2.01 -4.87
H 5.74 3.03 0.72
C 1.56 -2.04 -1.28
C -0.74 -2.94 4.07
H -1.62 5.60 -0.85
H 0.04 -3.68 3.88
N 3.78 -2.99 -4.16
H 3.71 -0.01 -0.39
O -5.03 0.39 -0.12
H -1.12 3.93 -0.61
H -4.54 -3.60 0.87
H 3.71 -5.51 2.31
C -2.21 -1.99 -2.61
H 3.03 0.48 -2.50
H 6.08 3.36 -1.71
C 1.42 1.03 6.90
C 5.27 2.34 0.01
C 1.62 4.35 -0.64
H 2.89 3.85 -4.60
H -1.74 3.55 3.01
H -6.22 1.36 2.90
H 4.46 3.87 -1.26
O -7.05 -4.97 -1.08
H 1.08 5.97 -2.89
C -2.96 -3.12 -2.62
H -0.66 1.74 -6.79
C 0.82 4.91 -3.00
C 0.47 5.34 -0.36
H -2.13 -4.41 4.87
H 1.28 4.04 -6.40
N -2.92 -3.65 -1.34
H 1.17 2.21 -8.16
H 3.75 -3.32 -0.31
H 2.28 -3.56 1.67
S -6.28 -3.81 -0.72
C -0.63 4.70 -2.57
C -2.74 -1.08 4.61
H 3.61 2.41 -5.30
C -1.53 -0.68 4.06
C 5.11 3.00 -1.36
C 3.90 1.90 0.53
H 4.20 -3.87 6.22
H 0.33 0.38 -6.28
H 5.26 1.18 -2.48
H 0.93 0.92 7.86
C -2.72 3.08 3.01
H -3.53 -0.37 4.84
C 3.20 0.96 -0.44
H -1.65 -4.14 1.02
O -3.65 -2.99 -4.76
C 2.72 1.35 4.47
C 1.72 2.01 -4.31
H -0.81 -2.57 0.99
H 4.44 2.48 -3.34
C 3.75 -3.24 -1.39
H -9.03 -1.78 0.57
H -1.26 5.39 -3.13
C 2.76 -2.54 -3.44
H -1.36 0.38 3.89
F 2.70 2.79 7.77
H 0.32 5.39 0.72
C -4.82 -4.39 0.17
C 4.80 -3.57 -3.52
H -7.44 -3.59 1.28
C 2.99 -2.69 4.86
N -1.71 -1.82 -1.36
C 1.48 2.01 -7.14
C 2.39 1.99 6.74
C -0.82 4.88 -1.05
C -3.66 -4.78 -0.75
H 3.29 2.79 0.73
N -2.55 0.32 0.55
H 1.35 3.42 -0.15
C 3.06 2.17 5.54
C 2.66 2.93 -5.13
C -2.14 -2.83 -0.60
H -0.35 1.39 -4.24
O -4.30 -1.22 1.57
H 0.74 6.34 -0.70
C 2.45 -2.59 3.58
F 4.79 -5.81 4.64
H -0.93 3.68 -2.85
C 1.11 0.21 5.83
Br 6.30 -4.50 -1.29
C -7.17 -2.87 0.50
O 1.37 -2.41 -0.11
H 4.03 1.37 1.48
H 2.07 0.98 -4.38
S -4.15 0.08 0.96
O -3.96 -4.86 -3.71
H 2.18 0.79 -0.11
C 4.54 2.00 -2.36
C -5.01 2.93 3.76
C -5.25 1.84 2.94
C 0.29 1.47 -6.31
C -0.52 -1.60 3.77
O -5.85 -2.91 -1.77
C 1.74 0.36 4.59
H 3.82 2.94 5.46
C -2.03 1.28 1.29
C -2.95 1.98 2.20
P 1.69 2.29 -2.49
H -2.51 -2.66 1.49
Pt -0.57 -0.18 -0.56
C 3.19 1.39 -1.92
H 0.94 4.67 -4.06
H -4.03 -5.39 -1.57
H 2.54 4.72 -0.18
S -0.38 1.56 1.18
C 2.71 -3.62 2.66
H 5.62 -3.93 -4.12
O 0.87 -1.16 -1.92
O 0.43 1.70 -1.91
H 2.81 -1.91 5.59
C 1.83 4.09 -2.16
H -5.16 -5.28 0.71
H -0.13 3.02 -4.86
C -1.76 -3.07 0.81
H -8.95 -2.98 -0.73
C 4.02 -4.77 4.29
Sb 1.31 -0.90 2.87
H 2.27 1.26 -7.18
H 0.35 -0.56 5.96
C -1.95 -3.37 4.62
H -1.99 -1.33 -3.43
C -2.93 -2.43 4.87
C 2.69 -2.65 -2.06
C 3.49 -4.72 3.01
H 1.95 -2.06 -3.98
H 3.23 1.49 3.52
C 4.81 -3.71 -2.14
H -5.82 3.32 4.37
C -4.20 1.38 2.17
H -6.47 -2.13 0.89
H 5.92 1.47 -0.08
H 2.84 3.69 -7.14
F -4.10 -2.83 5.39
C 2.06 3.27 -6.50
H -3.61 4.41 4.43
N -3.58 -3.70 -3.77
C 3.77 -3.78 5.22
H 2.84 4.38 -2.46
C -3.76 3.55 3.79
C -8.38 -2.23 -0.17
```

Atomic partial charges in e from the Mulliken method, atoms 1 to 99: H 0.35; H 0.49; C -0.76; H 0.49; C 0.20; C -0.56; H 0.43; H 0.45; N -0.67; H 0.61; O -0.81; H -0.44; H -0.01; H 0.51; C -1.24; H -0.34; H 0.43; C -0.79; C -1.39; C 0.32; H 0.31; H 0.56; H 0.53; H 0.06; O -0.71; H 0.53; C -0.25; H 0.50; C -1.70; C -1.35; H 0.45; H 0.29; N 0.50; H 0.44; H 0.54; H 0.54; S 1.24; C -0.44; C -0.78; H 0.43; C -0.42; C -0.54; C -0.03; H 0.46; H 0.23; H 0.48; H 0.47; C -0.57; H 0.45; C -0.11; H 0.79; O -0.63; C -0.48; C 0.79; H -0.52; H 0.06; C -0.31; H 0.39; H 0.55; C -0.47; H 0.85; F -0.35; H 0.55; C -0.22; C -0.28; H 0.42; C -0.06; N 0.10; C -0.72; C 0.15; C 0.05; C -1.49; H 0.11; N -0.34; H -0.84; C -0.63; C -1.23; C 0.53; H -0.06; O -0.65; H 0.42; C 0.00; F -0.35; H 0.13; C -0.24; Br -0.18; C 0.15; O -0.20; H 0.37; H 0.58; S 1.09; O -0.64; H -0.76; C -0.95; C -0.65; C -0.51; C -0.86; C -0.06; O -0.63